#A
Entry from the Open Molecules 2025 dataset: a cluster of 2 separate species, C14H16 in total (wB97M-V/def2-TZVPD).

Bonds (Å) are listed after each position.
Atoms and positions in Å:
1 C -0.1482 2.1592 -1.5603  C2 1.550, H8 1.078, H9 1.209, H10 1.101
2 C -1.0238 2.2248 -0.2828  C1 1.550, C3 1.356, C7 1.398
3 C -0.4638 2.1210 0.9478  C2 1.356, C4 1.411, H11 1.115
4 C -1.3476 1.8345 2.0101  C3 1.411, C5 1.330, H12 1.085
5 C -2.6484 1.6238 1.8281  C4 1.330, C6 1.387, H13 1.156
6 C -3.1639 1.6367 0.5406  C5 1.387, C7 1.383, H14 1.104
7 C -2.4013 2.1290 -0.5031  C2 1.398, C6 1.383, H15 1.135
8 H 0.8065 1.6597 -1.5223  C1 1.078
9 H 0.1469 3.2946 -1.8545  C1 1.209
10 H -0.6316 1.6867 -2.4288  C1 1.101
11 H 0.5873 2.4152 1.1774  C3 1.115
12 H -0.9846 1.9382 3.0268  C4 1.085
13 H -3.3020 1.1665 2.6654  C5 1.156
14 H -4.2288 1.4006 0.3676  C6 1.104
15 H -2.7644 2.2921 -1.5661  C7 1.135
16 C 3.2881 -1.6125 -1.2633  C17 1.468, H23 1.079, H24 1.102, H25 1.174
17 C 2.1182 -1.8469 -0.4076  C16 1.468, C18 1.408, C22 1.404
18 C 1.5331 -3.1270 -0.4149  C17 1.408, C19 1.363, H26 1.035
19 C 0.3245 -3.3864 0.1592  C18 1.363, C20 1.420, H27 1.098
20 C -0.4592 -2.2523 0.4985  C19 1.420, C21 1.364, H28 1.145
21 C 0.1664 -1.0500 0.6546  C20 1.364, C22 1.356, H29 1.134
22 C 1.4856 -0.8811 0.3915  C17 1.404, C21 1.356, H30 1.035
23 H 3.8927 -0.8686 -0.7683  C16 1.079
24 H 3.3765 -1.2180 -2.2880  C16 1.102
25 H 3.9711 -2.5650 -1.3328  C16 1.174
26 H 2.1978 -3.9081 -0.5551  C18 1.035
27 H -0.1180 -4.3813 0.3028  C19 1.098
28 H -1.5655 -2.2918 0.7903  C20 1.145
29 H -0.5495 -0.2581 1.0358  C21 1.134
30 H 1.9058 0.0644 0.3514  C22 1.035

Gap between HOMO and LUMO: 0.349 Eh
E_HOMO: -8.61 eV

These are the natural (NBO) partial charges, in e, on atoms 1 to 8: C -0.63; C -0.02; C -0.23; C -0.21; C -0.24; C -0.20; C -0.21; H 0.22

=====

#B
Entry from the Open Molecules 2025 dataset: a cluster of 2 separate species, C14H16 in total (wB97M-V/def2-TZVPD).

Bonds (Å) are listed after each position.
Atoms and positions in Å:
1 C -0.7104 -2.6711 2.7183  C2 1.498, H8 1.090, H9 1.091, H10 1.088
2 C -1.2838 -2.3630 1.3695  C1 1.498, C3 1.396, C7 1.392
3 C -2.5704 -1.8316 1.2638  C2 1.396, C4 1.382, H11 1.082
4 C -3.0973 -1.4351 0.0489  C3 1.382, C5 1.398, H12 1.080
5 C -2.3919 -1.7188 -1.1244  C4 1.398, C6 1.390, H13 1.080
6 C -1.0541 -2.0771 -1.0092  C5 1.390, C7 1.382, H14 1.087
7 C -0.5011 -2.3884 0.2182  C2 1.392, C6 1.382, H15 1.086
8 H -1.2795 -3.4479 3.2297  C1 1.090
9 H -0.7962 -1.8114 3.3838  C1 1.091
10 H 0.3197 -3.0168 2.6578  C1 1.088
11 H -3.1843 -1.7848 2.1539  C3 1.082
12 H -3.9497 -0.7780 -0.0408  C4 1.080
13 H -2.8156 -1.4920 -2.0911  C5 1.080
14 H -0.5616 -2.2202 -1.9675  C6 1.087
15 H 0.5502 -2.6477 0.2995  C7 1.086
16 C 3.3160 1.4332 -2.1150  C17 1.502, H23 1.090, H24 1.095, H25 1.094
17 C 2.2126 1.8326 -1.1782  C16 1.502, C18 1.395, C22 1.384
18 C 1.3470 0.8828 -0.6345  C17 1.395, C19 1.391, H26 1.087
19 C 0.3098 1.3027 0.1909  C18 1.391, C20 1.381, H27 1.088
20 C 0.3403 2.5843 0.7040  C19 1.381, C21 1.394, H28 1.085
21 C 1.2216 3.5463 0.2141  C20 1.394, C22 1.386, H29 1.079
22 C 2.1006 3.1539 -0.7834  C17 1.384, C21 1.386, H30 1.084
23 H 4.1901 2.0778 -2.0198  C16 1.090
24 H 3.0207 1.4292 -3.1690  C16 1.095
25 H 3.6041 0.3947 -1.9294  C16 1.094
26 H 1.3908 -0.0956 -1.1053  C18 1.087
27 H -0.4651 0.6183 0.5305  C19 1.088
28 H -0.4358 2.8927 1.3966  C20 1.085
29 H 1.2221 4.5466 0.6188  C21 1.079
30 H 2.7326 3.8713 -1.2948  C22 1.084

Gap between HOMO and LUMO: 0.361 Eh
E_HOMO: -8.90 eV

These are the natural (NBO) partial charges, in e, on atoms 1 to 8: C -0.63; C -0.01; C -0.22; C -0.20; C -0.22; C -0.21; C -0.22; H 0.22

=====

#C
Entry from the Open Molecules 2025 dataset: a cluster of 2 separate species, C14H16 in total (wB97M-V/def2-TZVPD).

Bonds (Å) are listed after each position.
Atoms and positions in Å:
1 C -1.8026 0.8246 3.1773  C2 1.505, H8 1.090, H9 1.087, H10 1.089
2 C -1.0883 1.6687 2.1563  C1 1.505, C3 1.389, C7 1.391
3 C -1.7554 2.2022 1.0616  C2 1.389, C4 1.389, H11 1.083
4 C -1.0652 2.8622 0.0528  C3 1.389, C5 1.381, H12 1.091
5 C 0.2834 3.1195 0.2008  C4 1.381, C6 1.395, H13 1.082
6 C 0.9525 2.6380 1.3256  C5 1.395, C7 1.378, H14 1.087
7 C 0.2834 1.8771 2.2601  C2 1.391, C6 1.378, H15 1.084
8 H -1.8057 -0.2127 2.8411  C1 1.090
9 H -2.8202 1.1486 3.3823  C1 1.087
10 H -1.2456 0.8275 4.1133  C1 1.089
11 H -2.8260 2.0486 1.0053  C3 1.083
12 H -1.5570 3.0719 -0.8977  C4 1.091
13 H 0.9278 3.6322 -0.5013  C5 1.082
14 H 2.0000 2.8742 1.4950  C6 1.087
15 H 0.8068 1.4920 3.1281  C7 1.084
16 C 2.5617 -3.2120 -1.7360  C17 1.498, H23 1.095, H24 1.095, H25 1.093
17 C 1.3129 -2.3874 -1.6754  C16 1.498, C18 1.382, C22 1.400
18 C 0.1520 -2.8362 -2.2758  C17 1.382, C19 1.405, H26 1.079
19 C -1.0172 -2.0572 -2.2597  C18 1.405, C20 1.373, H27 1.077
20 C -1.0188 -0.8519 -1.6015  C19 1.373, C21 1.391, H28 1.079
21 C 0.1289 -0.4162 -0.9479  C20 1.391, C22 1.375, H29 1.078
22 C 1.2825 -1.1638 -0.9953  C17 1.400, C21 1.375, H30 1.082
23 H 3.0069 -3.4372 -0.7609  C16 1.095
24 H 3.3419 -2.7368 -2.3398  C16 1.095
25 H 2.3789 -4.1655 -2.2370  C16 1.093
26 H 0.0999 -3.8263 -2.7009  C18 1.079
27 H -1.8542 -2.4452 -2.8163  C19 1.077
28 H -1.9068 -0.2432 -1.5318  C20 1.079
29 H 0.0670 0.5291 -0.4338  C21 1.078
30 H 2.1763 -0.8247 -0.4888  C22 1.082

Gap between HOMO and LUMO: 0.361 Eh
E_HOMO: -8.91 eV

These are the natural (NBO) partial charges, in e, on atoms 1 to 8: C -0.63; C 0.00; C -0.22; C -0.21; C -0.23; C -0.20; C -0.22; H 0.22

=====

Most stable: #C (next structure +0.0127 hartree)

=====

#A
Entry from the Open Molecules 2025 dataset: a cluster of 2 separate species, C5H10ClN in total (wB97M-V/def2-TZVPD).

Bonds (Å) are listed after each position.
Atoms and positions in Å:
1 C -1.1343 0.1578 -0.0091  N6 1.290, H8 1.138
2 C 1.9458 -0.4167 1.5511  C5 1.424, H9 1.130, H10 1.050, H11 1.066
3 C 1.2753 -1.7982 -0.2997  C5 1.354, H13 1.024, H14 1.134
4 C -3.2667 0.5094 -1.3176  N6 1.468, H15 1.082, H16 1.128, H17 1.114
5 C 2.2236 -1.0426 0.3020  C2 1.424, C3 1.354, Cl7 1.721
6 N -2.1987 -0.2256 -0.6292  C1 1.290, C4 1.468, H12 1.025
7 Cl 3.7660 -0.5430 -0.2756  C5 1.721
8 H -0.9869 1.2791 -0.1360  C1 1.138
9 H 1.8649 -1.2835 2.2719  C2 1.130
10 H 2.7440 0.1557 1.9231  C2 1.050
11 H 0.9716 0.0149 1.5301  C2 1.066
12 H -2.3828 -1.2333 -0.5846  N6 1.025
13 H 0.3433 -1.8255 0.1238  C3 1.024
14 H 1.5314 -2.3567 -1.2533  C3 1.134
15 H -3.5919 0.0564 -2.2453  C4 1.082
16 H -2.9042 1.5730 -1.4182  C4 1.128
17 H -4.1730 0.6063 -0.6777  C4 1.114

Gap between HOMO and LUMO: 0.332 Eh
E_HOMO: -8.22 eV

These are the natural (NBO) partial charges, in e, on atoms 1 to 8: C -0.10; C -0.69; C -0.44; C -0.44; C -0.01; N -0.55; Cl -0.01; H 0.10

=====

#B
Entry from the Open Molecules 2025 dataset: the molecule C5H10ClN (wB97M-V/def2-TZVPD).

Bonds (Å) are listed after each position.
Atoms and positions in Å:
1 C 1.4702 -0.1940 0.9123  C2 1.299, H8 1.086, H9 1.092
2 C 0.4920 -0.5463 0.1330  C1 1.299, C3 1.510, C4 1.513
3 C 0.5545 -1.9205 -0.4886  C2 1.510, H10 1.096, H11 1.142, H12 1.076
4 C -0.7728 0.2834 0.1122  C2 1.513, C5 1.580, N6 1.801, Cl7 1.868
5 C -0.8347 1.6179 0.9555  C4 1.580, H13 1.081, H14 1.075, H15 1.064
6 N -1.0146 0.8505 -1.5805  C4 1.801, H16 1.079, H17 0.956
7 Cl -2.3375 -0.6804 0.4448  C4 1.868
8 H 1.7096 0.5736 1.6418  C1 1.086
9 H 2.4268 -0.6914 0.7410  C1 1.092
10 H 1.3707 -2.3526 0.1010  C3 1.096
11 H -0.4177 -2.5082 -0.3765  C3 1.142
12 H 0.7564 -1.9683 -1.5448  C3 1.076
13 H -1.6374 2.1250 0.4395  C5 1.081
14 H 0.1687 1.9981 0.8943  C5 1.075
15 H -1.0486 1.4939 1.9900  C5 1.064
16 H -1.6091 0.0379 -1.9690  N6 1.079
17 H -0.1335 0.6872 -1.9144  N6 0.956

Gap between HOMO and LUMO: 0.390 Eh
E_HOMO: -9.76 eV

These are the natural (NBO) partial charges, in e, on atoms 1 to 8: C -0.37; C -0.09; C -0.64; C 0.21; C -0.65; N -0.82; Cl -0.10; H 0.22

=====

Most stable: #B (next structure +0.0544 hartree)